C70H182N14O21 | wB97M-V/def2-TZVPD

Maximum force: 3.38 eV Å⁻¹
Kohn-Sham gap: 8.25 eV
HOMO level: -8.0 eV

Last column: Mulliken charge in e.
Atoms and positions in Å:
C1 -16.530 -9.131 -11.823  -1.074
O1 -16.971 -8.743 -10.527  0.223
C2 -15.873 -8.671 -9.666  -1.369
C3 -16.329 -8.196 -8.251  0.651
N1 -16.989 -9.277 -7.467  -0.703
C4 -17.618 -8.777 -6.252  0.994
C5 -16.604 -8.433 -5.088  -0.199
O2 -15.867 -9.550 -4.569  -0.399
C6 -15.590 -9.461 -3.207  -0.578
H1 -15.700 -9.828 -11.709  0.427
H2 -16.193 -8.267 -12.396  0.316
H3 -17.307 -9.642 -12.392  0.251
H4 -15.180 -7.914 -10.033  0.449
H5 -15.384 -9.620 -9.445  0.500
H6 -16.952 -7.306 -8.339  -0.657
H7 -15.402 -7.794 -7.842  0.378
H8 -16.217 -9.774 -7.046  0.529
H9 -18.192 -9.627 -5.882  -0.936
H10 -18.343 -8.055 -6.628  0.333
H11 -17.182 -8.006 -4.269  -0.290
H12 -15.871 -7.673 -5.358  0.468
H13 -16.427 -9.282 -2.533  -0.016
H14 -14.886 -8.670 -2.947  0.369
H15 -15.160 -10.395 -2.846  0.336
C7 -18.767 -10.279 -0.337  -0.997
O3 -19.218 -9.299 -1.180  0.021
C8 -19.462 -7.944 -0.640  -1.888
C9 -19.766 -6.905 -1.685  1.189
N2 -20.880 -7.204 -2.583  2.258
C10 -22.171 -7.208 -1.832  -0.231
C11 -23.440 -7.590 -2.700  -1.223
O4 -23.510 -8.910 -3.126  -0.532
C12 -24.765 -9.224 -3.732  -1.022
H16 -19.528 -10.481 0.417  0.313
H17 -17.807 -10.025 0.113  0.258
H18 -18.667 -11.207 -0.899  0.290
H19 -18.632 -7.650 0.002  0.788
H20 -20.301 -7.936 0.056  0.358
H21 -18.931 -6.762 -2.371  -0.084
H22 -19.833 -5.933 -1.195  -1.087
H23 -20.713 -8.066 -3.084  -0.627
H24 -22.329 -6.207 -1.430  -0.734
H25 -22.122 -7.826 -0.936  0.603
H26 -23.564 -6.816 -3.457  0.221
H27 -24.270 -7.516 -1.998  0.723
H28 -25.643 -9.132 -3.093  0.327
H29 -24.726 -10.185 -4.245  0.344
H30 -24.917 -8.481 -4.515  0.332
C13 -20.866 2.412 -4.883  -0.930
O5 -20.302 1.203 -5.298  0.259
C14 -19.322 1.270 -6.318  -1.087
C15 -18.614 -0.021 -6.797  -0.645
N3 -19.516 -1.111 -7.196  0.778
C16 -20.192 -0.832 -8.447  -1.089
C17 -21.218 -1.882 -8.776  -0.170
O6 -22.360 -1.832 -7.945  0.377
C18 -23.203 -0.652 -7.913  -0.754
H31 -21.650 2.143 -4.176  0.118
H32 -21.318 2.970 -5.703  0.368
H33 -20.184 3.090 -4.371  0.304
H34 -18.609 1.983 -5.902  0.606
H35 -19.657 1.870 -7.163  0.510
H36 -18.007 -0.394 -5.972  0.012
H37 -17.938 0.220 -7.617  0.566
H38 -20.147 -1.107 -6.407  -0.677
H39 -19.525 -0.716 -9.300  0.586
H40 -20.772 0.090 -8.404  0.243
H41 -20.786 -2.882 -8.775  -0.540
H42 -21.523 -1.732 -9.812  0.697
H43 -23.532 -0.391 -8.919  0.369
H44 -22.680 0.227 -7.536  0.086
H45 -24.134 -0.778 -7.361  0.143
C19 -22.013 -0.644 1.736  -0.972
O7 -22.871 -0.829 0.665  0.102
C20 -24.039 -0.001 0.676  -1.111
C21 -24.825 -0.118 -0.682  -0.048
N4 -25.496 -1.454 -0.925  -0.306
C22 -26.228 -1.568 -2.201  -0.058
C23 -26.809 -2.933 -2.366  -0.359
O8 -27.258 -3.021 -3.709  -0.287
C24 -27.483 -4.409 -4.099  -0.615
H46 -21.268 -1.439 1.777  -0.007
H47 -22.588 -0.783 2.651  0.467
H48 -21.633 0.377 1.726  0.372
H49 -23.718 1.036 0.777  0.461
H50 -24.653 -0.342 1.510  0.401
H51 -24.114 0.007 -1.499  -0.313
H52 -25.557 0.687 -0.748  0.482
H53 -24.863 -2.227 -0.780  0.280
H54 -25.445 -1.569 -2.959  -0.290
H55 -26.955 -0.768 -2.335  0.375
H56 -27.648 -3.053 -1.681  0.309
H57 -26.028 -3.680 -2.225  0.214
H58 -28.078 -4.532 -5.004  0.306
H59 -27.920 -5.022 -3.311  0.370
H60 -26.512 -4.843 -4.337  0.060
C25 -15.168 -7.010 2.030  -0.829
O9 -16.371 -6.280 1.741  -0.305
C26 -16.274 -5.019 1.084  -0.417
C27 -17.700 -4.491 0.903  -0.058
N5 -17.755 -3.299 0.045  0.852
C28 -17.677 -3.494 -1.404  0.569
C29 -17.977 -2.140 -2.178  -0.028
O10 -19.275 -1.728 -1.744  0.442
C30 -19.718 -0.416 -1.914  -0.179
H61 -15.315 -7.803 2.763  0.289
H62 -14.365 -6.520 2.580  0.335
H63 -14.749 -7.368 1.089  0.288
H64 -15.747 -5.097 0.133  0.424
H65 -15.733 -4.286 1.682  0.082
H66 -17.962 -4.136 1.899  0.417
H67 -18.361 -5.258 0.498  -0.544
H68 -18.482 -2.652 0.316  -0.412
H69 -18.346 -4.253 -1.811  -1.196
H70 -16.664 -3.817 -1.647  0.696
H71 -18.083 -2.187 -3.262  -0.371
H72 -17.234 -1.373 -1.960  0.211
H73 -18.957 0.216 -1.456  -0.637
H74 -20.594 -0.261 -1.284  0.031
H75 -19.809 -0.073 -2.944  0.207
C31 -14.271 -1.467 1.297  -0.598
O11 -13.925 -0.112 1.638  -0.378
C32 -13.868 0.754 0.501  -0.882
C33 -15.215 0.968 -0.233  0.063
N6 -16.112 1.721 0.711  -0.342
C34 -17.489 1.570 0.542  -1.320
C35 -18.180 0.316 1.199  0.994
O12 -17.783 0.225 2.577  -0.491
C36 -18.413 -0.844 3.291  -0.409
H76 -14.339 -2.072 2.202  0.263
H77 -13.405 -1.841 0.751  0.441
H78 -15.182 -1.686 0.740  0.103
H79 -13.156 0.358 -0.224  0.421
H80 -13.399 1.684 0.823  0.341
H81 -15.624 0.072 -0.700  -0.213
H82 -15.168 1.555 -1.150  0.453
H83 -15.899 1.345 1.624  0.397
H84 -17.773 1.724 -0.499  0.428
H85 -17.926 2.457 1.000  0.408
H86 -17.902 -0.589 0.660  -0.140
H87 -19.267 0.368 1.138  -0.013
H88 -19.496 -0.936 3.206  0.108
H89 -18.163 -0.639 4.332  0.346
H90 -17.936 -1.782 3.007  0.110
C37 -18.763 -5.102 -9.143  0.805
O13 -19.433 -5.852 -10.141  -0.104
C38 -18.701 -6.045 -11.344  -1.097
C39 -19.537 -7.016 -12.188  -0.138
N7 -20.859 -6.435 -12.490  -0.354
C40 -21.627 -7.445 -13.223  0.075
C41 -23.055 -6.866 -13.625  -0.261
O14 -23.677 -7.865 -14.331  -0.434
C42 -24.234 -8.971 -13.606  -0.366
H91 -18.345 -4.128 -9.398  0.558
H92 -17.984 -5.709 -8.680  -0.488
H93 -19.492 -4.900 -8.359  -1.114
H94 -17.696 -6.343 -11.047  0.461
H95 -18.665 -5.089 -11.866  0.362
H96 -19.624 -7.919 -11.583  -0.326
H97 -18.907 -7.287 -13.035  0.660
H98 -21.263 -6.246 -11.583  0.319
H99 -21.775 -8.282 -12.541  -0.424
H100 -21.176 -7.761 -14.164  0.459
H101 -22.878 -6.084 -14.363  0.325
H102 -23.717 -6.542 -12.822  0.160
H103 -24.473 -9.821 -14.246  0.270
H104 -25.206 -8.660 -13.222  0.253
H105 -23.620 -9.254 -12.751  0.028
C43 -21.683 -11.846 -4.614  -1.676
C44 -20.708 -11.408 -3.497  0.373
C45 -19.206 -11.782 -3.755  0.163
O15 -18.938 -13.160 -3.708  -0.486
C46 -17.748 -13.522 -4.278  -0.666
N8 -20.923 -10.040 -3.312  0.080
H106 -21.705 -12.936 -4.640  0.544
H107 -21.369 -11.440 -5.576  0.088
H108 -22.687 -11.493 -4.381  0.470
H109 -21.037 -11.866 -2.565  0.624
H110 -18.475 -11.278 -3.122  0.044
H111 -19.008 -11.451 -4.774  -0.083
H112 -17.734 -13.206 -5.321  0.281
H113 -17.706 -14.605 -4.162  0.270
H114 -16.966 -13.025 -3.703  0.248
H115 -20.595 -9.889 -2.369  -0.289
H116 -21.916 -9.861 -3.265  0.227
C47 -21.081 -10.176 -10.305  -1.794
C48 -20.179 -9.695 -9.150  2.315
C49 -20.787 -9.646 -7.715  -0.116
O16 -21.749 -8.514 -7.526  -0.413
C50 -22.394 -8.536 -6.264  -0.075
N9 -18.915 -10.431 -9.135  -0.668
H117 -21.991 -9.579 -10.368  0.142
H118 -21.456 -11.181 -10.106  0.430
H119 -20.568 -10.240 -11.264  0.437
H120 -20.046 -8.652 -9.437  -1.243
H121 -19.983 -9.578 -6.982  -0.360
H122 -21.160 -10.655 -7.537  0.345
H123 -22.906 -7.597 -6.056  0.202
H124 -21.663 -8.602 -5.457  -0.363
H125 -22.941 -9.445 -6.013  0.534
H126 -18.270 -10.079 -8.443  0.360
H127 -18.443 -10.344 -10.024  0.354
C51 -22.337 -2.422 -4.162  -1.155
C52 -21.458 -3.687 -4.067  1.464
C53 -20.245 -3.765 -5.070  -0.514
O17 -19.414 -4.890 -4.883  0.479
C54 -19.920 -6.057 -5.554  1.481
N10 -21.012 -3.716 -2.664  1.315
H128 -21.692 -1.561 -3.987  -0.219
H129 -23.216 -2.295 -3.530  -0.054
H130 -22.621 -2.377 -5.213  0.051
H131 -22.158 -4.513 -4.192  -0.239
H132 -19.696 -2.842 -4.884  -0.400
H133 -20.524 -3.614 -6.113  0.456
H134 -19.761 -5.894 -6.620  -0.357
H135 -20.968 -6.216 -5.304  -0.238
H136 -19.293 -6.869 -5.185  -1.048
H137 -20.320 -4.451 -2.622  -1.432
H138 -20.575 -2.831 -2.451  -0.106
C55 -28.164 1.739 -3.781  -1.146
C56 -27.611 2.331 -5.087  0.282
C57 -26.338 1.472 -5.537  -0.522
O18 -25.383 1.546 -4.478  -0.353
C58 -24.223 0.721 -4.617  0.143
N11 -28.703 2.214 -6.030  -0.746
H139 -29.177 2.083 -3.570  0.474
H140 -27.487 1.924 -2.947  0.246
H141 -28.253 0.656 -3.869  0.110
H142 -27.318 3.368 -4.926  0.361
H143 -25.932 1.907 -6.450  0.340
H144 -26.762 0.519 -5.853  0.278
H145 -24.596 -0.287 -4.801  0.140
H146 -23.716 0.566 -3.665  -0.322
H147 -23.472 1.033 -5.343  0.187
H148 -28.383 2.560 -6.924  0.265
H149 -28.982 1.268 -6.248  0.255
C59 -24.649 -7.068 -9.900  -1.117
C60 -23.600 -6.032 -9.757  0.398
C61 -23.627 -5.167 -8.501  0.514
O19 -25.007 -4.870 -8.125  -0.571
C62 -25.043 -4.146 -6.877  -0.199
N12 -22.406 -6.835 -9.857  0.785
H150 -24.525 -7.894 -9.200  0.151
H151 -24.885 -7.495 -10.874  0.006
H152 -25.624 -6.830 -9.475  0.424
H153 -23.546 -5.354 -10.609  0.582
H154 -23.161 -4.190 -8.632  -0.173
H155 -23.152 -5.638 -7.641  -0.354
H156 -24.209 -3.466 -6.701  0.061
H157 -24.955 -4.907 -6.102  -0.049
H158 -26.049 -3.734 -6.802  0.331
H159 -21.501 -6.396 -9.766  -0.318
H160 -22.400 -7.504 -9.101  -0.116
C63 -22.214 -4.784 1.152  -0.770
C64 -23.495 -4.407 0.473  1.322
C65 -24.730 -4.125 1.393  -1.239
O20 -24.985 -5.275 2.198  -0.355
C66 -26.209 -5.199 2.824  -0.792
N13 -23.151 -3.348 -0.445  0.809
H161 -21.809 -3.978 1.766  0.195
H162 -21.448 -5.068 0.430  -0.402
H163 -22.420 -5.620 1.820  0.551
H164 -23.730 -5.305 -0.098  -0.235
H165 -25.571 -3.833 0.763  0.619
H166 -24.465 -3.276 2.023  0.349
H167 -27.019 -5.264 2.097  0.281
H168 -26.268 -4.258 3.371  0.324
H169 -26.217 -5.965 3.599  0.262
H170 -22.880 -2.499 0.030  -0.060
H171 -22.341 -3.590 -0.998  -0.279
C67 -15.736 -4.575 -5.964  -1.385
C68 -16.263 -3.123 -6.337  0.893
C69 -15.368 -2.438 -7.446  -0.728
O21 -13.976 -2.428 -7.073  -0.366
C70 -13.127 -1.739 -7.973  -0.772
N14 -17.634 -3.384 -6.754  0.913
H172 -15.681 -5.224 -6.838  0.113
H173 -16.376 -5.124 -5.274  0.085
H174 -14.776 -4.438 -5.466  0.612
H175 -16.403 -2.486 -5.464  0.072
H176 -15.692 -1.424 -7.677  0.401
H177 -15.485 -3.035 -8.351  0.302
H178 -13.463 -0.702 -7.998  0.315
H179 -13.117 -2.245 -8.939  0.290
H180 -12.149 -1.672 -7.496  0.259
H181 -18.075 -2.560 -7.138  -0.157
H182 -18.215 -3.668 -5.978  -0.714

---

C6H9F2N2 | wB97M-V/def2-TZVPD

Maximum force: 5.15 eV Å⁻¹
SMILES: CC(C)=C/C(F)=N/C(=[NH2+])F
Charge: +1
Kohn-Sham gap: 8.61 eV
HOMO level: -13.5 eV

Last column: natural (NBO) charge in e.
Atoms and positions in Å:
C1 -2.201 -0.637 -0.541  -0.673
C2 -1.078 0.201 -0.126  0.345
C3 -1.235 1.577 -0.089  -0.721
C4 0.201 -0.393 0.157  -0.417
C5 1.475 0.241 0.215  0.754
F1 1.498 1.584 0.205  -0.289
N1 2.570 -0.469 0.425  -0.603
C6 3.808 -0.177 -0.002  0.888
N2 4.818 -0.676 0.591  -0.715
F2 4.030 0.486 -1.111  -0.255
H1 -3.123 -0.171 -0.579  0.241
H2 -2.194 -1.468 -0.020  0.246
H3 -2.024 -0.954 -1.569  0.270
H4 -1.128 1.991 -1.088  0.287
H5 -0.687 2.168 0.601  0.261
H6 -2.288 1.791 0.107  0.251
H7 0.255 -1.425 0.243  0.240
H8 4.642 -0.986 1.536  0.445
H9 5.747 -0.363 0.312  0.443

---

C5H11IN | wB97M-V/def2-TZVPD

Maximum force: 4.71 eV Å⁻¹
Charge: +1
Kohn-Sham gap (alpha / beta): 8.07 / 7.95 eV
HOMO level (alpha / beta): -13.0 / -13.2 eV

Last column: natural (NBO) charge in e.
Atoms and positions in Å:
C1 -0.716 1.241 0.634  0.087
C2 -2.380 0.145 -0.775  -0.275
C3 0.672 -1.625 -0.294  -0.644
C4 0.658 0.948 0.425  -0.546
C5 1.257 -0.518 0.577  -0.385
N1 -1.652 1.404 -0.467  -0.597
I1 -4.096 -0.415 0.101  0.397
H1 -1.195 1.027 1.616  0.216
H2 -1.682 -0.603 -1.146  0.224
H3 1.159 -2.629 -0.004  0.247
H4 0.817 -1.486 -1.320  0.211
H5 -0.289 -1.930 0.007  0.202
H6 0.755 1.158 -0.640  0.201
H7 1.524 1.708 0.680  0.299
H8 2.398 -0.575 0.224  0.245
H9 1.048 -0.855 1.655  0.222
H10 -2.360 2.093 -0.264  0.446
H11 -1.122 1.737 -1.300  0.450

---

C8H28IN10O6 | wB97M-V/def2-TZVPD

Maximum force: 2.81 eV Å⁻¹
Charge: -1
Kohn-Sham gap: 8.72 eV
HOMO level: -6.3 eV

Last column: natural (NBO) charge in e.
Atoms and positions in Å:
I1 6.589 26.263 23.024  -0.883
C1 10.152 26.894 20.382  -0.628
C2 10.304 28.060 21.384  0.095
C3 11.201 29.185 20.876  -0.621
O1 9.041 28.528 21.765  -0.762
H1 11.083 26.382 20.146  0.209
H2 9.754 27.323 19.453  0.194
H3 9.338 26.206 20.606  0.226
H4 10.757 27.510 22.221  0.158
H5 11.499 29.888 21.656  0.207
H6 10.799 29.796 20.065  0.206
H7 12.109 28.740 20.462  0.205
H8 8.559 27.883 22.299  0.486
C4 7.570 30.550 24.667  0.767
O2 7.730 31.540 25.383  -0.698
N1 7.295 30.672 23.367  -0.832
N2 7.712 29.252 25.096  -0.860
H9 7.101 29.919 22.730  0.408
H10 7.254 31.606 23.001  0.398
H11 7.677 28.500 24.424  0.406
H12 8.064 29.096 26.021  0.396
C5 8.615 23.183 19.716  0.766
O3 8.620 24.092 18.888  -0.670
N3 8.345 23.470 21.015  -0.857
N4 8.776 21.863 19.439  -0.845
H13 7.882 24.349 21.176  0.432
H14 8.532 22.783 21.722  0.380
H15 9.050 21.552 18.528  0.407
H16 8.658 21.249 20.222  0.381
C6 11.028 25.114 24.196  0.771
O4 11.516 24.876 23.097  -0.661
N5 11.696 25.041 25.382  -0.852
N6 9.734 25.492 24.413  -0.860
H17 12.695 24.926 25.320  0.395
H18 11.336 25.442 26.223  0.381
H19 9.033 25.659 23.702  0.428
H20 9.460 25.775 25.334  0.373
C7 3.044 27.840 25.383  0.761
O5 2.077 28.055 26.133  -0.692
N7 3.081 26.684 24.678  -0.857
N8 3.968 28.750 25.012  -0.855
H21 3.943 26.414 24.233  0.413
H22 2.258 26.118 24.776  0.402
H23 4.352 28.716 24.087  0.410
H24 4.232 29.398 25.734  0.407
C8 3.954 22.884 22.582  0.764
O6 3.216 21.892 22.474  -0.697
N9 5.286 22.841 22.760  -0.846
N10 3.547 24.143 22.416  -0.851
H25 5.752 23.696 22.481  0.403
H26 5.741 21.948 22.698  0.392
H27 4.250 24.870 22.375  0.404
H28 2.575 24.377 22.503  0.399

---

CHN4O2 | wB97M-V/def2-TZVPD

Maximum force: 2.95 eV Å⁻¹
SMILES: N#C/N=N/N([O-])O
Charge: -1
Kohn-Sham gap: 7.87 eV
HOMO level: -3.6 eV

Last column: natural (NBO) charge in e.
Atoms and positions in Å:
N1 -3.207 0.481 0.043  -0.562
C1 -2.054 0.341 -0.001  0.425
N2 -0.770 0.400 -0.056  -0.613
N3 -0.058 -0.742 0.013  -0.071
N4 1.173 -0.693 -0.001  0.482
O1 1.950 -1.646 0.058  -0.520
O2 1.852 0.623 -0.086  -0.623
H1 1.114 1.236 0.031  0.483

---

- The highest maximum force belongs to which entry?
  C6H9F2N2

---

- Which of these has the highest maximum force?
  C6H9F2N2

---

- What is the formula in the third record?
  C5H11IN